Molecular formula: C2H3Er
Method: DFT, ωB97M-V/def2-TZVPD

Output
- orbital gap (alpha / beta) (eV) = 6.67 / 7.98
- expectation value of S² = 6.00
- multiplicity = 5
- total energy (Eh) = -1092.59843
- net charge = +1

CARTESIAN COORDINATES (ANGSTROEM)
C (-0.96, 0.66, 0.01)
H (-1.79, 1.38, 0.04)
C (-0.76, -0.61, -0.06)
H (-1.34, -1.54, -0.11)
H (3.33, -0.26, -0.06)
Er (1.52, 0.38, 0.18)

***

Molecular formula: C41H56HfN8S2SeSi
Method: DFT, ωB97M-V/def2-TZVPD

Output
- orbital gap (eV) = 7.24
- multiplicity = 1
- total energy (Eh) = -5568.89597
- energy above the lowest of the compared OMol25 structures with the same formula, charge and spin (kJ/mol) = 56.6
- net charge = +2

CARTESIAN COORDINATES (ANGSTROEM)
Hf (0.27, 1.28, -0.72)
C (-0.16, 4.25, -2.04)
C (-1.58, 3.99, -1.66)
N (-1.69, 2.67, -0.90)
C (-3.01, 2.07, -1.27)
C (-2.93, 1.12, -2.58)
S (-1.39, 0.26, -2.79)
C (-0.44, 1.13, -4.05)
C (-0.07, 2.59, -3.89)
N (0.40, 2.92, -2.54)
H (-0.16, 5.02, -2.83)
H (0.42, 4.66, -1.22)
H (-1.95, 4.90, -1.10)
H (-2.23, 3.93, -2.57)
H (-1.79, 2.92, 0.08)
H (-3.34, 1.52, -0.36)
H (-3.87, 2.82, -1.32)
H (-3.69, 0.33, -2.42)
H (-3.17, 1.68, -3.44)
H (0.56, 0.59, -4.15)
H (-0.93, 0.87, -5.02)
H (0.60, 2.89, -4.64)
H (-1.01, 3.10, -4.11)
H (1.43, 3.11, -2.54)
C (2.83, 1.30, 2.06)
C (1.40, 1.47, 1.47)
N (0.94, 2.73, 0.80)
N (1.98, 3.63, 0.42)
C (2.84, 3.22, -0.48)
N (3.77, 4.12, -0.92)
S (2.85, 1.58, -1.24)
C (0.36, 0.59, 1.78)
C (0.49, -0.48, 2.73)
C (-0.64, -1.22, 2.99)
C (-1.89, -0.95, 2.34)
C (-1.92, -0.02, 1.41)
N (-0.77, 0.69, 1.01)
H (2.94, 0.24, 2.07)
H (3.59, 1.73, 1.38)
H (2.90, 1.74, 3.07)
H (3.83, 4.99, -0.40)
H (4.65, 3.84, -1.31)
H (1.32, -0.71, 3.29)
H (-0.62, -2.00, 3.79)
H (-2.80, -1.65, 2.49)
H (-2.82, 0.17, 0.83)
C (3.60, -5.02, 0.41)
C (2.23, -5.69, 0.35)
C (1.15, -5.09, 1.30)
C (0.70, -3.63, 1.15)
N (-0.13, -3.33, -0.11)
C (0.27, -2.64, -1.16)
Se (1.53, -1.15, -1.11)
N (-0.46, -2.98, -2.22)
C (-0.01, -2.91, -3.62)
C (1.35, -3.54, -3.85)
C (1.36, -5.02, -3.49)
C (0.67, -5.89, -4.53)
C (-1.40, -3.92, -1.81)
C (-2.38, -4.61, -2.50)
C (-3.16, -5.48, -1.73)
C (-3.03, -5.51, -0.32)
C (-2.06, -4.88, 0.36)
C (-1.26, -4.11, -0.50)
H (4.33, -5.66, -0.05)
H (3.84, -4.70, 1.39)
H (3.63, -4.17, -0.25)
H (2.39, -6.76, 0.71)
H (1.85, -5.90, -0.68)
H (1.53, -5.21, 2.32)
H (0.35, -5.80, 1.20)
H (1.48, -2.97, 1.03)
H (0.22, -3.26, 1.98)
H (-0.11, -1.89, -4.01)
H (-0.77, -3.46, -4.10)
H (2.06, -2.96, -3.31)
H (1.60, -3.36, -4.85)
H (1.04, -5.15, -2.47)
H (2.34, -5.40, -3.44)
H (-0.42, -5.76, -4.48)
H (0.97, -6.95, -4.58)
H (0.93, -5.50, -5.53)
H (-2.43, -4.71, -3.60)
H (-3.83, -6.16, -2.24)
H (-3.70, -6.17, 0.26)
H (-1.90, -4.99, 1.44)
C (-4.06, 2.32, 3.56)
C (-2.88, 1.71, 3.98)
C (-1.66, 2.20, 3.42)
C (-1.63, 3.26, 2.48)
C (-2.81, 3.88, 2.23)
C (-4.05, 3.42, 2.72)
Si (0.03, 3.96, 1.88)
C (1.25, 4.57, 3.17)
C (2.28, 5.47, 2.89)
C (3.14, 6.03, 3.83)
C (2.96, 5.66, 5.14)
C (1.90, 4.81, 5.48)
C (1.05, 4.29, 4.48)
H (-5.02, 1.95, 3.96)
H (-2.85, 1.03, 4.79)
H (-0.73, 1.68, 3.66)
H (-2.91, 4.66, 1.49)
H (-4.97, 3.95, 2.43)
H (-0.44, 4.99, 0.86)
H (2.25, 5.79, 1.87)
H (3.89, 6.72, 3.53)
H (3.56, 6.02, 5.94)
H (1.63, 4.61, 6.52)
H (0.22, 3.68, 4.82)

***

Molecular formula: C17H31F3O
Method: DFT, ωB97M-V/def2-TZVPD

Output
- orbital gap (eV) = 11.07
- structure (SMILES) = CCCCCCCCCCCCCCCC(=O)C(F)(F)F
- multiplicity = 1
- total energy (Eh) = -1041.21468
- energy above the lowest of the compared OMol25 structures with the same formula, charge and spin (kJ/mol) = 11.7

CARTESIAN COORDINATES (ANGSTROEM)
C (-6.98, -1.99, 1.31)
H (-6.36, -2.00, 2.20)
C (-6.58, -0.85, 0.38)
C (-5.13, -0.98, -0.08)
C (-4.73, 0.17, -1.00)
C (-3.32, 0.02, -1.58)
C (-2.22, 0.15, -0.53)
C (-0.83, 0.12, -1.17)
C (0.31, 0.15, -0.15)
C (0.48, 1.52, 0.51)
C (1.49, 1.51, 1.66)
C (2.91, 1.10, 1.27)
C (3.52, 2.01, 0.20)
C (5.04, 1.90, 0.08)
C (5.55, 0.77, -0.81)
C (5.30, -0.63, -0.25)
C (3.99, -1.21, -0.68)
O (3.28, -0.83, -1.57)
C (3.63, -2.52, 0.09)
F (3.72, -2.37, 1.42)
F (2.40, -2.95, -0.18)
F (4.49, -3.50, -0.24)
H (5.37, -0.64, 0.84)
H (6.06, -1.33, -0.62)
H (5.08, 0.84, -1.79)
H (6.63, 0.90, -0.95)
H (5.41, 2.84, -0.35)
H (5.48, 1.81, 1.07)
H (3.07, 1.79, -0.76)
H (3.27, 3.04, 0.46)
H (3.53, 1.14, 2.17)
H (2.90, 0.07, 0.94)
H (1.13, 0.83, 2.44)
H (1.52, 2.51, 2.10)
H (0.78, 2.25, -0.24)
H (-0.48, 1.84, 0.92)
H (1.23, -0.10, -0.68)
H (0.14, -0.61, 0.61)
H (-0.74, -0.80, -1.76)
H (-0.73, 0.96, -1.85)
H (-2.29, -0.67, 0.19)
H (-2.36, 1.08, 0.02)
H (-3.17, 0.79, -2.33)
H (-3.23, -0.95, -2.08)
H (-5.44, 0.22, -1.83)
H (-4.80, 1.12, -0.46)
H (-5.00, -1.93, -0.60)
H (-4.49, -0.99, 0.80)
H (-7.24, -0.85, -0.49)
H (-6.72, 0.10, 0.89)
H (-6.87, -2.95, 0.81)
H (-8.02, -1.89, 1.62)

***

Molecular formula: C19H17ClOPYb
Method: DFT, ωB97M-V/def2-TZVPD

Output
- orbital gap (alpha / beta) (eV) = 8.21 / 4.65
- expectation value of S² = 0.77
- multiplicity = 2
- total energy (Eh) = -2769.01773
- net charge = +2

CARTESIAN COORDINATES (ANGSTROEM)
Yb (-0.02, -1.25, -0.16)
Cl (0.13, 0.99, 1.05)
P (0.02, -0.12, -2.48)
C (-1.41, -0.84, -3.23)
C (-1.20, -1.67, -4.35)
C (-2.25, -2.27, -5.02)
C (-3.52, -2.11, -4.47)
C (-3.78, -1.39, -3.30)
C (-2.72, -0.72, -2.69)
C (-0.20, 1.68, -2.53)
C (0.65, 2.58, -1.85)
C (0.47, 3.96, -1.97)
C (-0.58, 4.41, -2.81)
C (-1.43, 3.55, -3.54)
C (-1.18, 2.18, -3.41)
C (1.57, -0.51, -3.23)
C (2.61, -1.13, -2.51)
C (3.87, -1.21, -3.08)
C (4.02, -0.80, -4.42)
C (2.99, -0.29, -5.22)
C (1.75, -0.12, -4.58)
H (1.51, 2.18, -1.32)
H (1.16, 4.68, -1.49)
H (-0.71, 5.48, -2.96)
H (-2.20, 3.92, -4.26)
H (-1.66, 1.47, -4.09)
H (-0.15, -1.76, -4.71)
H (-2.05, -2.80, -5.99)
H (-4.34, -2.55, -5.01)
H (-4.79, -1.28, -2.89)
H (-2.88, -0.03, -1.83)
H (2.43, -1.49, -1.48)
H (4.71, -1.58, -2.48)
H (4.97, -0.93, -4.91)
H (3.10, -0.01, -6.31)
H (0.90, 0.33, -5.13)
H (-0.23, -4.14, -3.72)
H (0.53, -4.09, -3.68)
O (-0.13, -4.48, 0.16)
C (-0.10, -3.46, 0.75)

***

Molecular formula: C27H23CdN5O2
Method: DFT, ωB97M-V/def2-TZVPD

Output
- orbital gap (eV) = 6.50
- multiplicity = 1
- total energy (Eh) = -1634.72559
- energy above the lowest of the compared OMol25 structures with the same formula, charge and spin (kJ/mol) = 0.0

CARTESIAN COORDINATES (ANGSTROEM)
Cd (0.72, 0.39, -0.67)
O (1.10, 2.07, -2.02)
C (0.33, 3.08, -2.28)
C (0.67, 3.92, -3.37)
C (-0.06, 5.02, -3.72)
C (-1.20, 5.38, -2.99)
C (-1.57, 4.59, -1.93)
C (-0.84, 3.45, -1.54)
C (-1.39, 2.74, -0.40)
N (-0.92, 1.68, 0.14)
N (-1.65, 1.15, 1.20)
C (-1.09, 0.06, 1.67)
O (-0.02, -0.51, 1.28)
C (-1.84, -0.61, 2.79)
C (-1.33, -1.78, 3.33)
C (-2.02, -2.46, 4.32)
C (-3.24, -1.98, 4.77)
C (-3.76, -0.80, 4.23)
C (-3.06, -0.12, 3.25)
H (1.55, 3.63, -3.94)
H (0.25, 5.62, -4.56)
H (-1.78, 6.26, -3.26)
H (-2.45, 4.85, -1.35)
H (-2.30, 3.16, 0.04)
H (-0.38, -2.15, 2.97)
H (-1.62, -3.37, 4.75)
H (-3.79, -2.51, 5.54)
H (-4.70, -0.41, 4.59)
H (-3.44, 0.80, 2.83)
C (5.09, 1.69, -0.63)
C (5.81, 0.51, -0.75)
C (5.15, -0.70, -0.70)
C (3.77, -0.70, -0.53)
N (3.08, 0.43, -0.41)
C (3.72, 1.60, -0.48)
C (2.97, -1.96, -0.50)
C (3.52, -3.15, -0.06)
C (2.73, -4.29, -0.06)
C (1.42, -4.20, -0.50)
C (0.95, -2.96, -0.91)
N (1.71, -1.87, -0.92)
H (5.57, 2.65, -0.67)
H (6.89, 0.54, -0.89)
H (5.68, -1.63, -0.83)
H (3.10, 2.48, -0.43)
H (4.54, -3.19, 0.31)
H (3.13, -5.23, 0.29)
H (0.76, -5.06, -0.52)
H (-0.07, -2.83, -1.25)
C (-3.67, -2.25, -0.03)
C (-3.52, -0.91, -0.75)
C (-2.23, -0.81, -1.44)
N (-1.21, -0.74, -1.96)
H (-4.64, -2.29, 0.47)
H (-2.90, -2.38, 0.72)
H (-3.62, -3.08, -0.74)
H (-3.55, -0.08, -0.04)
H (-4.31, -0.76, -1.49)

***

Max |F|, record by record: 1.960, 4.834, 0.678, 7.758, 0.382 eV/A